Computed, not measured: an isolated ion of composition C4H7NO2S and charge -2 at a distorted geometry, with wB97M-V/def2-TZVPD.

Summary:
Electronic energy = -20680.9709 eV
SMILES string = C[C@H](C[S-])NC(=O)[O-]
LUMO energy = 6.0 eV
HOMO energy = 0.7 eV
Relative energy (zero: lowest compared OMol25 entry of this formula, charge and spin) = 134.8 kJ/mol

Geometry as ORCA input:
```
! RIJCOSX wB97M-V def2-TZVPD def2/J DEFGRID3
* xyz -2 1
C 1.60303 -0.22122 -0.58117
C 0.22227 -0.42956 0.15524
C -0.84213 -0.96948 -0.80272
S -0.50798 -2.01120 -2.24428
N 0.03805 0.95093 0.72326
C -1.11475 1.37447 1.43664
O -2.05867 0.56046 1.50800
O -1.01571 2.52792 1.94623
H 1.58003 0.73097 -1.09831
H 1.77087 -0.87564 -1.44214
H 2.40268 -0.48566 0.10752
H 0.32846 -0.96859 1.10137
H -1.50800 -1.68850 -0.29758
H -1.56612 -0.14534 -0.91723
H 0.66795 1.65042 0.40517
*
```

Let us look at the Löwdin charges, expressed in e, one per atom:
1. C -0.13
2. C -0.40
3. C -0.76
4. S 0.01
5. N 0.01
6. C -0.83
7. O -0.09
8. O -0.16
9. H 0.06
10. H -0.01
11. H 0.05
12. H 0.12
13. H 0.00
14. H 0.05
15. H 0.07